The molecule C5H10FNO at a distorted geometry, computed with ωB97M-V/def2-TZVPD.

XYZ file:
```
18
Properties=species:S:1:pos:R:3:lowdin_charge:R:1
F -0.607 -1.944 0.644 -0.0038
O 0.296 1.366 1.324 0.0804
N 1.648 -1.444 0.695 0.0859
C 1.104 0.811 -1.453 -0.0710
C -0.538 0.871 0.621 -0.4332
C 0.428 -1.499 -0.102 -0.3197
C -0.011 0.168 -0.652 -0.2223
C -2.055 1.015 0.900 -0.0077
H -2.361 0.069 1.348 0.0788
H -2.340 1.781 1.595 0.0624
H -2.563 1.344 -0.074 0.1052
H 1.878 -2.402 0.984 0.0944
H -0.947 -0.083 -1.282 0.1367
H 1.031 0.453 -2.535 0.1030
H 1.941 0.408 -0.881 0.0658
H 0.498 -2.095 -1.008 0.1300
H 0.899 1.885 -1.433 0.0818
H 1.697 -0.703 1.309 0.0334
```

For the energy relative to the best compared isomer or geometry (same formula, charge and spin), the calculation gives 18.00 kcal per mole. The calculation puts the orbital gap at 10.489 eV.



A cluster of 2 separate species, C5H10FNO in total at a distorted geometry, computed with ωB97M-V/def2-TZVPD.

XYZ file:
```
18
Properties=species:S:1:pos:R:3:lowdin_charge:R:1
F -0.538 -1.665 1.157 0.0267
O 1.746 2.123 0.285 -0.0186
N -1.795 -0.024 0.195 -0.0571
C -0.679 -0.341 0.869 -0.1921
C 1.191 -0.052 -0.326 -0.2011
C -2.220 1.250 -0.269 -0.1072
C 1.901 0.902 0.414 -0.3616
C 1.637 -1.532 -0.524 -0.1253
H 0.809 0.261 -1.354 0.1227
H 2.606 -1.651 -1.004 0.0605
H 1.836 -1.964 0.446 0.0478
H -2.437 1.892 0.620 0.0996
H 0.795 -2.141 -1.065 0.1056
H -1.585 1.749 -1.138 0.1288
H -0.485 0.310 1.709 0.1385
H 2.464 0.411 1.241 0.1278
H -3.194 1.159 -0.749 0.0741
H -2.053 -0.689 -0.505 0.1310
```

For the energy relative to the best compared isomer or geometry (same formula, charge and spin), the calculation gives 64.04 kcal per mole. The calculation puts the orbital gap (spin up / spin down) at 8.763 / 8.762 eV.



A cluster of 2 separate species, C5H10FNO in total at a distorted geometry, computed with ωB97M-V/def2-TZVPD.

XYZ file:
```
18
Properties=species:S:1:pos:R:3:lowdin_charge:R:1
F 1.105 2.596 -0.996 0.0229
O -0.015 -1.741 0.733 -0.0033
N 2.483 1.133 -0.266 0.1280
C -0.229 -0.823 -0.289 -0.4235
C 0.213 -1.225 -1.626 -0.0563
C -0.846 0.327 -0.044 -0.1722
C 1.501 1.826 0.017 -0.3620
C -1.476 0.662 1.276 -0.0859
H -0.322 -0.851 -2.518 0.0905
H 0.931 2.048 0.986 0.1384
H 0.352 -2.289 -1.801 0.0729
H -2.362 1.290 1.048 0.0781
H 1.203 -0.846 -2.002 0.0914
H 2.900 0.531 0.496 0.0929
H -0.736 1.103 -0.770 0.0914
H -0.221 -2.697 0.467 0.1434
H -0.798 1.313 1.885 0.0685
H -1.805 -0.315 1.685 0.0847
```

For the energy relative to the best compared isomer or geometry (same formula, charge and spin), the calculation gives 34.89 kcal per mole. The calculation puts the orbital gap at 9.356 eV.



The molecule C5H10FNS at a distorted geometry, computed with ωB97M-V/def2-TZVPD.

XYZ file:
```
18
Properties=species:S:1:pos:R:3:lowdin_charge:R:1
S 3.417 -0.131 0.056 0.6152
F -2.136 -0.849 0.316 -0.0694
N 0.762 -0.271 -0.229 -0.2269
C -1.603 -0.302 -0.853 -0.1591
C 0.736 -1.516 0.485 -0.0928
C -0.443 0.537 -0.399 -0.3618
C -0.723 1.341 0.874 -0.0472
C 1.949 0.324 -0.482 -0.7202
H 0.068 2.173 1.070 0.1126
H 1.349 -1.429 1.427 0.0815
H -0.346 -1.723 0.754 0.1035
H -0.186 1.252 -1.276 0.1692
H -2.305 0.247 -1.485 0.1239
H -1.676 1.875 0.601 0.0926
H 1.920 1.158 -1.164 0.0546
H -1.237 -1.179 -1.447 0.1400
H 1.267 -2.289 -0.087 0.0906
H -0.815 0.781 1.838 0.0938
```

For the energy relative to the best compared isomer or geometry (same formula, charge and spin), the calculation gives 15.37 kcal per mole. The calculation puts the orbital gap at 8.976 eV.



Calculated DFT total energy, -11601.0751; -11599.0789; -11600.3428; -20389.1136 eV (same order as the records).
Calculated molecular weight, 119.14; 119.14; 119.14; 135.21 g/mol (same order as the records).